ORCA calculation (ωB97M-V/def2-TZVPD) on C12H9GaN3S6 as an isolated structure.

```
31
Properties=species:S:1:pos:R:3:forces:R:3:lowdin_charge:R:1
Ga 0.580213 1.416587 0.050773 0.46 0.44 -0.11 0.078
S 5.561315 6.341085 -0.215656 0.09 0.09 -0.03 0.612
C 4.379208 5.243868 -0.071261 -0.08 -0.08 0.02 -1.496
S 2.729368 5.522143 -0.552263 0.03 0.04 0.01 0.923
C 2.093847 3.970348 -0.062037 -0.08 0.30 -0.13 -1.113
C 2.969689 3.112059 0.472136 0.31 -0.05 0.15 -1.104
S 2.638158 1.476526 0.975215 -0.61 -0.41 -0.07 0.686
S 4.630989 3.648680 0.584615 -0.02 0.03 0.06 0.911
S 0.421357 3.633119 -0.389744 -0.01 -0.44 -0.21 0.635
C -4.570739 0.380342 0.106246 0.12 -0.01 0.03 -0.004
N -3.493458 -0.617176 0.127052 -0.28 -0.04 0.05 -0.105
C -3.657070 -1.983665 0.270668 -0.27 0.22 0.02 0.002
C -2.445499 -2.537692 0.235336 0.22 -0.11 -0.11 -0.007
N -1.504309 -1.506155 0.062432 0.29 0.03 0.02 0.049
C -2.191516 -0.327900 0.011618 0.05 -0.48 0.05 -0.610
S -1.705505 1.287277 -0.138582 0.46 0.12 0.14 0.802
C -0.092338 -1.794299 -0.061603 0.05 -0.03 -0.17 -0.189
C 0.272827 -3.116767 0.141390 -0.12 -0.22 0.12 0.014
C 1.581011 -3.511435 -0.042184 0.02 -0.19 0.05 -0.007
C 2.508991 -2.578432 -0.450195 0.04 -0.02 -0.05 -0.014
C 2.079657 -1.284313 -0.616822 -0.09 0.42 -0.16 -0.131
N 0.814103 -0.860850 -0.410669 -0.75 -0.13 0.29 0.043
H -5.519776 -0.133465 0.214642 0.02 -0.07 0.00 0.103
H -4.558445 0.929464 -0.832176 0.03 -0.07 -0.07 0.099
H -4.443336 1.089653 0.920860 0.05 -0.06 0.07 0.098
H -4.622786 -2.445370 0.394255 0.04 0.10 -0.06 0.145
H -2.190376 -3.579686 0.281630 -0.11 0.21 -0.01 0.120
H -0.450581 -3.856608 0.444642 0.23 0.08 0.02 0.104
H 1.862944 -4.544641 0.119959 -0.04 0.05 0.01 0.132
H 3.541936 -2.840316 -0.628145 -0.02 0.06 -0.04 0.129
H 2.780114 -0.532386 -0.942147 -0.02 0.21 0.09 0.095
```
Forces are in eV/Å.

- LUMO energy (eV) = -3.926
- gap between HOMO and LUMO (eV) = 5.972
- total charge = +1


ORCA calculation (ωB97M-V/def2-TZVPD) on C37H38CaCl5N3O7P2 as an isolated structure.

```
93
Properties=species:S:1:pos:R:3:forces:R:3:lowdin_charge:R:1
Ca 0.697666 0.327823 -0.572786 -0.30 0.36 -0.35 1.183
C -3.306222 0.081680 2.418434 0.05 0.02 0.03 -0.121
C -3.637093 -0.951424 1.345823 -0.06 -0.01 -0.09 -0.546
C -4.007960 -2.282812 1.992999 0.01 -0.02 0.00 -0.121
P -2.282291 -1.050482 0.056865 0.11 0.04 -0.01 1.094
C -2.983048 -2.300994 -1.126560 -0.04 0.03 0.02 -0.578
C -1.941708 -2.677756 -2.178646 0.01 0.00 -0.02 -0.131
C -4.191827 -1.673383 -1.830005 0.01 0.01 0.02 -0.134
C -0.991226 -1.961662 0.980733 -0.12 -0.11 0.12 -0.328
C -0.840174 -3.346813 0.941566 0.02 -0.05 -0.03 -0.111
C 0.188311 -3.984202 1.614677 -0.06 -0.01 -0.05 -0.098
C 1.093524 -3.218538 2.342950 0.03 0.04 0.02 -0.082
C 0.951099 -1.847980 2.418563 0.07 -0.02 -0.01 -0.037
C -0.097968 -1.185557 1.755398 -0.06 -0.07 -0.01 -0.364
N -0.197723 0.194440 1.680478 0.07 0.03 -0.06 -0.104
C -0.012429 0.986786 2.754553 0.03 0.08 0.15 -0.329
C -0.112718 0.536358 4.101813 -0.02 0.00 -0.01 -0.053
C 0.004858 1.394923 5.172663 -0.01 -0.09 -0.01 -0.118
C 0.244068 2.754722 4.989439 0.01 0.07 -0.02 -0.134
C 0.351519 3.219226 3.687012 0.00 0.00 0.07 -0.129
C 0.223232 2.385564 2.581075 0.00 0.15 0.04 -0.317
P 0.441619 3.015448 0.888498 0.16 -0.37 -0.04 1.064
C -0.906758 4.273804 0.638485 -0.03 -0.02 -0.04 -0.558
C -0.750394 5.633450 1.309885 0.01 0.02 0.06 -0.124
C -2.237690 3.626030 1.017356 0.00 -0.04 -0.02 -0.154
C 2.008526 3.991743 1.002581 -0.06 0.15 0.00 -0.580
C 3.147559 3.073101 1.443145 0.00 0.00 -0.03 -0.113
C 2.300924 4.598508 -0.369965 -0.01 0.00 -0.06 -0.131
H -4.178917 0.246681 3.058856 0.00 0.00 0.01 0.074
H -2.999377 1.036153 1.989990 -0.02 -0.04 0.02 0.048
H -2.485682 -0.261172 3.052335 -0.04 0.00 -0.02 0.062
H -4.502821 -0.588070 0.782400 0.00 0.05 0.01 0.083
H -3.148683 -2.706719 2.517095 0.00 0.01 0.00 0.072
H -4.353523 -3.020469 1.266590 0.00 0.01 0.00 0.059
H -4.809119 -2.135305 2.724728 0.00 0.00 0.00 0.069
H -3.315744 -3.202370 -0.601387 0.03 0.00 0.01 0.083
H -1.567708 -1.789141 -2.691830 0.00 -0.01 -0.01 0.071
H -2.388448 -3.336879 -2.928942 0.02 0.00 0.00 0.082
H -1.071158 -3.174355 -1.753790 -0.02 0.01 0.01 0.052
H -3.877049 -0.800485 -2.408352 -0.01 -0.01 0.01 0.067
H -4.971676 -1.350824 -1.138165 -0.01 -0.03 0.02 0.052
H -4.636741 -2.395441 -2.520106 0.02 0.01 -0.03 0.072
H -1.533329 -3.939269 0.355378 0.03 -0.01 0.01 0.093
H 0.305084 -5.058284 1.540986 0.01 0.00 0.01 0.092
H 1.943821 -3.687476 2.823755 0.00 0.00 0.00 0.104
H 1.698446 -1.255760 2.931745 -0.01 0.01 0.01 0.122
H -0.295896 -0.514940 4.283785 0.00 -0.01 0.00 0.099
H -0.087097 0.991838 6.176334 0.00 0.01 0.00 0.091
H 0.354188 3.425595 5.832360 0.00 0.00 -0.01 0.079
H 0.565823 4.270255 3.523834 0.01 -0.01 0.01 0.084
H -0.917929 4.415331 -0.447030 0.03 0.04 -0.02 0.082
H -0.787606 5.543652 2.397576 -0.01 -0.01 -0.01 0.062
H -1.571480 6.292185 1.009439 0.00 0.00 0.00 0.072
H 0.184979 6.128006 1.042399 0.00 -0.01 -0.01 0.056
H -2.309025 3.488681 2.099405 0.01 0.01 -0.02 0.073
H -2.339026 2.646086 0.546383 -0.02 0.00 0.01 0.026
H -3.073066 4.249978 0.686715 0.00 0.00 0.01 0.075
H 1.895803 4.801529 1.733056 0.00 -0.02 0.01 0.088
H 3.243708 2.206485 0.782515 0.01 0.01 0.03 0.059
H 2.988029 2.694232 2.452864 0.00 -0.01 0.00 0.071
H 4.094567 3.621242 1.426427 0.00 -0.01 0.00 0.073
H 2.437230 3.808100 -1.112689 0.00 0.00 0.00 0.074
H 3.217698 5.194636 -0.340650 0.00 -0.01 0.01 0.072
H 1.490782 5.241842 -0.723822 0.01 0.00 0.02 0.059
O 4.194895 -1.431193 1.121021 -0.11 0.02 -0.07 -0.004
C 3.371385 -1.232779 0.224841 0.10 -0.11 0.06 -0.633
O 2.779244 -0.129537 -0.011616 -0.05 0.03 0.11 -0.227
C 3.084099 -2.390504 -0.741620 0.13 -0.05 0.01 -0.034
C 3.986521 -3.420565 -0.718558 -0.06 0.05 -0.10 0.055
C 3.913039 -4.486829 -1.625911 0.11 -0.02 -0.02 -0.162
C 2.946401 -4.512038 -2.613491 -0.04 0.24 0.10 0.062
C 2.040356 -3.476697 -2.656945 -0.09 -0.09 0.05 -0.066
C 1.969825 -2.421980 -1.670588 0.10 -0.03 0.05 -0.311
O 0.979400 -1.650947 -1.611977 0.11 -0.02 0.01 -0.186
N 1.082304 -3.509611 -3.752843 0.08 -0.05 -0.19 -0.349
O 0.781766 -4.607358 -4.218379 -0.05 -0.02 0.08 0.023
O 0.665732 -2.463024 -4.203159 -0.02 0.05 0.05 0.075
N 4.874909 -5.554482 -1.565516 -0.18 -0.18 0.19 -0.376
O 4.790418 -6.471265 -2.377820 0.05 0.03 -0.10 0.016
O 5.721272 -5.535058 -0.682227 0.09 0.07 -0.03 0.033
H 4.771277 -3.376684 0.022667 0.01 -0.03 -0.01 0.122
H 2.903107 -5.307093 -3.339456 0.00 -0.02 -0.01 0.122
Cl -2.307061 2.270207 -2.314102 0.10 -0.05 -0.13 0.593
C -1.019467 1.839304 -3.464447 -0.30 0.11 0.36 -0.699
C 0.184548 1.424589 -2.942427 0.14 -0.17 0.06 -0.226
C 1.145018 1.139927 -3.898614 0.26 -0.03 0.04 -0.701
Cl 2.749066 0.655014 -3.340662 -0.21 0.05 -0.02 0.661
C 0.941950 1.227208 -5.270882 -0.24 0.10 -0.03 -0.717
Cl 2.185843 0.856550 -6.410802 0.07 -0.03 -0.03 0.634
C -0.310146 1.641634 -5.731809 0.08 -0.03 0.04 -0.714
Cl -0.608738 1.779539 -7.429088 -0.02 0.00 -0.08 0.623
C -1.311463 1.958265 -4.817877 0.15 -0.03 -0.09 -0.723
Cl -2.860279 2.487876 -5.384942 -0.04 0.01 -0.02 0.615
```
Forces are in eV/Å.

- LUMO energy (eV) = 3.976
- gap between HOMO and LUMO (eV) = 6.270
- total charge = -2


ORCA calculation (ωB97M-V/def2-TZVPD) on CH2O2S4 as an isolated structure in a non-equilibrium geometry.

```
9
Properties=species:S:1:pos:R:3:forces:R:3:lowdin_charge:R:1
C 0.093811 0.067516 0.485966 -0.07 0.15 0.42 -0.783
O -4.230424 -0.756286 0.261133 0.10 0.41 0.01 -0.420
O -2.340813 -0.543473 -1.273658 -0.27 0.51 0.24 -0.445
S -1.308272 0.317691 1.587250 0.93 -0.07 0.65 0.479
S 0.782027 -0.152336 2.167712 -0.45 0.12 -0.77 0.224
S -3.216186 0.082348 -0.310766 -0.33 -1.06 -0.79 0.734
S 1.250862 -1.974395 2.506432 -0.14 0.01 -0.01 0.124
H 0.053176 -0.824388 -0.129187 0.11 -0.13 0.21 0.043
H 0.431252 0.954882 -0.034862 0.12 0.05 0.05 0.044
```
Forces are in eV/Å.

- LUMO energy (eV) = -2.153
- gap between HOMO and LUMO (eV) = 7.152


ORCA calculation (ωB97M-V/def2-TZVPD) on C24H22BaN4O5S4 as an isolated structure in a non-equilibrium geometry.

```
60
Properties=species:S:1:pos:R:3:forces:R:3:lowdin_spin:R:1
Ba -0.320135 -0.509980 -0.054327 -1.31 -1.23 0.22 0.026
O -0.415045 2.528879 -0.492016 -1.61 0.14 -0.16 0.000
C -1.491558 2.225219 0.129752 1.79 -0.29 1.58 0.000
O -1.491960 1.355558 1.042329 -0.42 0.74 0.11 0.004
C -2.830526 2.845539 -0.147080 -0.72 0.20 -1.82 0.000
C -2.923476 4.270417 -0.451738 0.31 -1.82 -0.05 0.000
C -4.062159 4.709779 -1.053401 0.01 -1.45 -0.54 0.000
C -4.993714 3.717094 -1.545418 1.43 -0.38 2.34 0.000
C -5.972801 4.006731 -2.452389 -1.69 -1.39 -1.25 0.000
C -6.818701 2.982445 -2.873754 0.85 0.19 0.54 0.000
C -6.733836 1.644339 -2.293007 -1.67 2.09 -1.96 0.000
C -5.800978 1.338537 -1.391691 1.02 0.65 0.07 0.001
C -4.863818 2.362164 -1.083538 0.08 0.39 0.51 0.001
N -3.800239 1.940518 -0.374641 2.01 1.81 0.60 0.002
H -1.997793 4.846800 -0.389935 -0.51 0.08 0.46 0.000
H -4.187459 5.744564 -1.299208 -0.15 0.41 -0.29 0.000
H -5.952436 4.974638 -2.904521 -0.43 0.52 -0.28 0.000
H -7.474467 3.235820 -3.702278 -0.25 -0.46 0.23 0.000
H -7.457763 0.941225 -2.659623 -0.12 -0.42 0.01 0.000
H -5.639549 0.347670 -1.003178 0.06 -0.12 0.23 0.002
N 5.707211 -2.243457 3.447018 0.09 1.52 1.64 0.000
C 4.506056 -2.584171 2.843418 -0.50 -0.51 0.57 0.000
C 4.556133 -2.999091 1.535451 -2.03 -1.44 -0.29 0.000
C 3.390627 -3.595564 0.986748 0.17 1.36 1.78 0.000
C 2.219346 -3.766555 1.752177 2.10 0.12 -2.25 0.000
C 2.311249 -3.573666 3.105912 -0.77 0.19 2.37 0.000
C 3.348030 -2.805059 3.620199 0.78 -0.04 0.40 0.000
S 0.652057 -3.965108 0.974418 -0.57 0.93 -0.82 0.000
O -0.055720 -2.752959 1.473354 0.13 -1.52 0.32 0.006
O 0.255802 -5.304626 1.360205 -0.68 0.58 0.01 0.000
N 0.823336 -3.730649 -0.608585 1.93 1.16 1.95 0.000
C -0.267070 -3.492115 -1.351982 -1.56 -0.15 -1.41 0.001
S -1.255811 -4.933210 -1.505909 -0.59 1.27 -0.94 0.000
C -2.117635 -4.136387 -2.756585 -0.08 1.34 -1.03 0.001
C -1.621495 -2.865759 -3.057282 -0.19 -1.18 2.03 0.003
N -0.663841 -2.441920 -2.151916 2.09 -2.42 1.18 0.003
H 6.375195 -1.928446 2.767853 0.35 0.29 0.09 0.000
H 5.626566 -1.601423 4.271998 0.20 -0.89 -1.26 0.000
H 5.498344 -3.048684 1.038268 0.43 0.16 -0.55 0.000
H 3.396363 -3.894550 -0.011048 -0.20 -0.29 -1.60 0.000
H 1.620032 -4.086841 3.836649 0.18 1.25 -1.09 0.000
H 3.378271 -2.416640 4.663679 -0.18 -0.85 -0.70 0.000
H -3.004808 -4.598229 -3.130208 -0.25 -0.08 -0.53 0.000
H -1.861022 -2.097133 -3.791125 -0.62 -0.68 0.06 0.000
S -4.162699 -2.580588 1.270712 -0.29 -0.05 0.06 0.336
C -3.073792 -1.569228 0.720590 0.69 0.10 -0.39 0.611
O 2.021577 0.038793 -0.752217 1.21 1.03 0.09 0.000
S 3.221142 0.925390 -1.023781 -0.32 -0.45 -0.65 0.000
C 4.375569 0.786421 0.398075 -2.93 0.12 1.18 0.000
C 4.347749 2.116385 1.136476 1.12 0.81 0.97 0.000
C 3.118022 2.950196 0.707970 -0.67 -0.76 1.75 0.000
C 2.862562 2.714574 -0.747386 -1.07 -0.94 0.37 0.000
H 5.259595 0.544262 -0.104868 1.63 -0.58 -0.07 0.000
H 3.964356 0.008449 1.097496 0.55 0.19 -1.18 0.000
H 5.257782 2.659489 0.848916 -0.14 0.15 0.04 0.000
H 4.466872 1.965076 2.262092 -0.50 0.22 -1.44 0.000
H 3.201409 3.985424 0.992659 0.44 0.57 -0.21 0.000
H 2.222200 2.655746 1.302835 0.45 -0.26 -0.54 0.000
H 3.518997 3.246528 -1.403834 0.55 0.29 -0.44 0.000
H 1.809873 2.907343 -1.018782 0.34 -0.24 -0.01 0.000
```
Forces are in eV/Å.

- ⟨S²⟩ = 0.7556
- LUMO energy (alpha / beta) (eV) = 1.674 / 1.673
- gap between HOMO and LUMO (alpha / beta) (eV) = 2.532 / 6.570
- 2S+1 = 2
- total charge = -1


ORCA calculation (ωB97M-V/def2-TZVPD) on a single C16H23ClN2O3S molecule in a non-equilibrium geometry.

```
46
Properties=species:S:1:pos:R:3:forces:R:3:lowdin_charge:R:1
C 4.485389 1.905643 -0.444210 0.01 -0.01 -0.01 -0.072
C 3.458263 0.856872 -0.163971 -0.08 0.05 -0.02 -0.286
C 3.820665 -0.441509 0.174753 -0.17 0.00 0.04 -0.021
C 2.863957 -1.409745 0.428449 0.07 -0.17 0.02 -0.043
C 1.526273 -1.077203 0.350956 -0.32 -0.42 0.02 -0.257
S 0.299072 -2.337308 0.710264 -0.10 0.01 -0.30 0.678
O 0.912673 -3.608412 0.445462 0.08 0.21 -0.17 -0.278
O -0.253126 -2.108031 2.015643 -0.10 0.15 0.02 -0.283
N -0.889942 -2.019093 -0.377311 0.73 -0.14 0.70 -0.246
C -0.625323 -2.108911 -1.786608 0.32 0.11 -0.54 -0.182
C -1.173114 -0.863163 -2.486405 -0.10 -0.22 0.06 -0.151
C -2.641351 -0.660441 -2.114756 0.10 0.24 0.10 -0.144
C -2.821787 -0.549148 -0.590570 -0.13 -0.27 -0.12 -0.293
N -2.163237 0.638267 -0.035793 -0.13 -0.04 0.03 -0.132
C -2.807452 1.857707 -0.516187 0.18 0.30 0.07 -0.152
C -2.138170 3.094923 0.080172 -0.13 -0.08 -0.36 -0.196
O -2.197721 3.089700 1.484293 -0.12 0.09 0.11 -0.124
C -1.562375 1.934349 1.975026 -0.02 -0.36 0.08 -0.182
C -2.190564 0.651088 1.428733 0.13 0.27 0.13 -0.150
C -2.267694 -1.860269 -0.010648 -0.43 0.28 0.51 -0.141
C 1.122669 0.201868 0.022751 0.09 0.17 0.01 -0.083
C 2.096010 1.152625 -0.238305 0.05 -0.43 0.13 -0.582
Cl 1.603738 2.750403 -0.677679 -0.07 0.24 -0.07 0.744
H 5.488294 1.503047 -0.336633 0.07 -0.02 0.00 0.078
H 4.365003 2.743469 0.241382 0.04 0.08 0.00 0.080
H 4.365068 2.291515 -1.455782 0.05 0.07 -0.04 0.079
H 4.868538 -0.693991 0.236808 0.10 -0.02 0.00 0.116
H 3.133361 -2.423236 0.677903 0.12 -0.11 0.00 0.115
H -1.099997 -3.009512 -2.203113 0.10 0.02 0.05 0.134
H 0.454542 -2.199201 -1.914543 -0.04 -0.05 -0.22 0.123
H -1.074228 -0.978553 -3.566779 0.05 0.02 -0.01 0.116
H -0.600666 0.010372 -2.177126 0.09 0.05 -0.04 0.102
H -3.220654 -1.523875 -2.450652 -0.08 0.01 -0.03 0.119
H -3.039308 0.213482 -2.628974 -0.07 -0.06 -0.03 0.100
H -3.906981 -0.514104 -0.365526 0.14 -0.04 0.01 0.152
H -2.717810 1.917557 -1.600633 -0.06 0.03 0.00 0.115
H -3.878752 1.867351 -0.246988 0.02 -0.02 -0.05 0.135
H -2.656318 3.997475 -0.249489 0.05 -0.07 -0.05 0.128
H -1.090408 3.136820 -0.250164 -0.13 0.01 0.01 0.077
H -1.665678 1.961547 3.060900 0.07 -0.07 -0.06 0.131
H -0.493385 1.960990 1.716325 -0.04 -0.01 0.04 0.114
H -1.610873 -0.185713 1.817955 -0.08 0.02 0.04 0.096
H -3.228566 0.579545 1.797289 0.03 -0.05 0.02 0.139
H -2.863491 -2.690083 -0.419037 0.07 0.08 0.06 0.138
H -2.324938 -1.909647 1.073698 -0.20 0.00 -0.05 0.108
H 0.069673 0.438829 -0.033959 -0.13 0.13 -0.09 0.080
```
Forces are in eV/Å.

- SMILES = Cc1ccc(S(=O)(=O)N2CCC[C@H](N3CCOCC3)C2)cc1Cl
- LUMO energy (eV) = 0.633
- gap between HOMO and LUMO (eV) = 9.672